C27H26BrN5O5S3Se3TeTi as an isolated structure at a distorted geometry, computed with ωB97M-V/def2-TZVPD.

Values from the calculation:
- E_HOMO (spin up / spin down) (eV) = 0.391 / -1.489
- total energy (eV) = -375109.057
- energy relative to the best compared isomer or geometry (same formula, charge and spin) (kcal/mol) = 72.1
- gap between HOMO and LUMO (spin up / spin down) (eV) = 3.27 / 5.12

Structure (ORCA input):
```
! wB97M-V def2-TZVPD RIJCOSX def2/J DEFGRID3
* xyz -2 3
Ti 1.8093 -2.3259 0.3375
O 6.1622 -3.5274 0.4736
C 6.5406 -2.2543 0.6771
C 7.9017 -2.0149 0.8667
C 8.3876 -0.7355 1.0492
C 7.5088 0.3397 1.0655
C 6.1595 0.1178 0.8991
C 5.6453 -1.1668 0.6964
C 4.2114 -1.3146 0.4511
O 3.6552 -2.4973 0.2920
N 3.5208 -0.2127 0.3066
N 2.2335 -0.3966 -0.1124
C 1.5588 0.7181 -0.2416
S 2.2415 2.2597 0.3012
C 0.5375 2.9268 0.4547
C -0.2006 2.6098 -0.8227
S 0.2738 0.9308 -1.4259
H 5.2023 -3.5425 0.2789
H 8.5619 -2.8693 0.8567
H 9.4517 -0.5733 1.1680
H 7.8785 1.3468 1.2052
H 5.4556 0.9332 0.9154
H 0.6088 3.9988 0.6293
H 0.0681 2.4382 1.3098
H 0.0675 3.3044 -1.6189
H -1.2762 2.6154 -0.6638
Se 1.9809 -1.7622 2.7523
Se 1.6208 -4.0185 2.7440
Te 3.0596 -5.3054 1.1762
Se 2.3545 -5.4618 -1.1699
Br 3.9304 -1.8976 -2.7037
C 2.0689 -2.2473 -2.8180
C 1.5263 -2.3374 -4.0749
C 0.1427 -2.5456 -4.1827
C -0.5924 -2.6467 -3.0222
C 0.0524 -2.5887 -1.7930
N 1.4016 -2.3820 -1.6751
C -0.6145 -2.9561 -0.5241
O -1.8387 -3.0492 -0.4317
O 0.2389 -3.2069 0.4114
H 2.1590 -2.2703 -4.9446
H -0.3157 -2.6465 -5.1540
H -1.6596 -2.8075 -3.0274
C -3.2228 3.7024 2.8497
C -4.3458 2.8709 2.2363
C -4.0610 1.3722 2.3365
N -2.8313 1.0610 1.6457
C -2.4643 -0.1323 1.0886
S -0.8508 -0.5249 1.2469
N -3.3472 -0.9247 0.4511
C -4.6428 -0.6145 -0.0111
O -5.5343 -1.4578 0.0409
C -4.8392 0.7206 -0.5743
C -6.1322 1.2737 -0.6450
C -6.3270 2.5398 -1.1491
C -5.2490 3.2839 -1.6188
C -3.9769 2.7194 -1.6159
C -3.7704 1.4578 -1.1064
H -3.5133 4.7491 2.8974
H -2.3189 3.6312 2.2492
H -2.9996 3.3571 3.8591
H -4.4778 3.1330 1.1846
H -5.2841 3.0727 2.7577
H -4.8803 0.8076 1.8947
H -3.9785 1.0781 3.3942
H -2.0227 1.4863 2.0819
H -2.9960 -1.8735 0.2348
H -6.9653 0.6923 -0.2748
H -7.3208 2.9701 -1.1815
H -5.3994 4.2806 -2.0124
H -3.1431 3.2745 -2.0257
H -2.7869 1.0125 -1.1427
*
```